Computed, not measured: C46H42BrN6O3S2W as an isolated structure, with wB97M-V/def2-TZVPD.

Geometry as XYZ:
```
101
Properties=species:S:1:pos:R:3:lowdin_charge:R:1
W 0.130 -0.347 -0.731 1.41
Br 0.271 -0.135 -3.454 0.33
S 1.118 -4.414 -2.592 1.15
S -2.329 0.071 -1.308 0.73
O 0.360 0.073 4.795 0.07
O 0.371 0.801 1.212 -0.18
O 0.224 1.584 -1.053 -0.31
N -1.477 2.475 -2.377 0.12
N -1.130 -1.376 1.082 0.06
N 2.343 -0.224 1.270 0.03
N -3.145 1.393 -3.445 -0.09
N 1.787 -1.092 0.262 -0.20
N 0.088 -2.364 -1.554 -0.20
C 2.463 -1.986 -1.965 -0.34
C -3.964 3.718 -3.814 -0.07
C -0.027 -3.550 1.071 -0.04
C 4.186 -4.752 1.195 -0.08
C -3.185 2.541 -4.374 -0.18
C -2.296 -4.771 2.113 -0.02
C -2.048 -0.625 1.698 -0.23
C 1.693 6.261 -1.559 -0.07
C -0.741 1.517 1.633 -0.22
C 4.289 -3.586 -0.932 -0.24
C -1.214 -5.531 1.786 -0.05
C 2.582 2.965 5.119 -0.06
C 6.010 -5.188 -0.312 -0.07
C -0.618 2.887 1.772 0.03
C -1.156 -2.748 1.336 -0.18
C 5.491 -4.278 -1.208 -0.03
C -1.754 3.641 2.009 -0.03
C -2.274 1.367 -2.450 -0.71
C 1.557 3.937 -0.968 -0.02
C 5.360 -5.434 0.895 -0.08
C 3.655 -3.843 0.300 -0.04
C 0.367 3.827 -1.683 -0.13
C -3.291 -2.541 2.450 0.03
C 2.194 -0.804 -1.029 -0.34
C 3.799 -2.667 -1.896 0.02
C 0.512 6.152 -2.280 -0.06
C 1.248 -2.861 -1.934 -0.60
C 2.651 2.140 2.876 -0.02
C 2.216 5.154 -0.905 -0.07
C -0.361 2.530 -1.725 -0.42
C -4.096 0.300 -3.689 -0.23
C 1.262 1.057 4.509 -0.26
C -0.053 -4.897 1.295 -0.04
C -0.150 4.938 -2.345 -0.01
C -0.587 -4.374 -2.391 -0.34
C -5.381 0.442 -2.890 -0.07
C 3.071 3.058 3.820 -0.07
C -3.095 1.647 1.951 -0.02
C -0.964 -3.206 -1.828 -0.23
C -2.994 3.020 2.083 -0.05
C 1.289 0.162 2.169 -0.25
C 1.682 1.974 5.466 -0.01
C 1.750 1.129 3.207 -0.11
C -3.136 -1.195 2.409 0.01
C -2.270 -3.366 1.935 -0.15
C -1.961 0.860 1.736 -0.14
H 3.041 -0.757 1.783 0.14
H -2.161 2.821 -4.609 0.12
H 3.020 2.181 1.859 0.12
H -1.227 -6.602 1.934 0.11
H 3.690 -4.923 2.143 0.10
H 0.731 -0.674 2.600 0.15
H 2.411 -1.547 -2.968 0.08
H 6.002 -4.088 -2.143 0.11
H 4.461 -2.459 -2.727 0.11
H 0.109 7.014 -2.794 0.11
H -1.675 4.715 2.106 0.12
H 0.119 0.118 5.725 0.11
H 2.858 0.049 -1.173 0.13
H 0.839 -5.479 1.098 0.11
H 2.905 3.672 5.871 0.11
H -4.147 -2.989 2.941 0.13
H 1.960 3.064 -0.472 0.11
H 1.301 1.908 6.478 0.12
H -3.591 -0.636 -3.458 0.09
H -5.917 1.353 -3.155 0.07
H -4.306 0.306 -4.758 0.12
H -3.938 4.545 -4.523 0.08
H 2.210 7.210 -1.512 0.11
H -1.212 -5.203 -2.675 0.08
H 3.773 3.835 3.553 0.11
H 5.772 -6.145 1.598 0.10
H 6.928 -5.709 -0.548 0.11
H 3.142 5.238 -0.351 0.11
H 0.356 3.343 1.660 0.12
H -3.648 2.170 -5.287 0.12
H 2.766 -3.287 0.551 0.07
H -3.181 -5.217 2.551 0.12
H -3.834 -0.545 2.910 0.11
H -5.171 0.462 -1.821 0.05
H -4.073 1.189 1.976 0.11
H -1.070 4.836 -2.903 0.10
H -6.037 -0.404 -3.092 0.08
H -3.888 3.609 2.234 0.11
H -1.967 -2.898 -1.577 0.11
H -3.527 4.055 -2.875 0.07
H 0.862 -3.059 0.726 0.06
H -5.008 3.460 -3.640 0.07
```

The value obtained for the HOMO-LUMO gap (alpha / beta) is 6.260 / 7.210 eV. The energy relative to the best compared isomer or geometry (same formula, charge and spin) comes out at 0.8 kcal/mol. The LUMO energy (alpha / beta) is -0.1116 / -0.1138 Ha. The energy is -157002.061 eV. As for the spin multiplicity: 3. The expectation value of S² is 2.0417. The calculation puts the strongest force on any atom at 0.94 eV Å⁻¹. As for the charge: +1.